[1]
Density functional theory data (ωB97M-V/def2-TZVPD) for 2 unconnected molecules or ions with the total composition C2H7OS in a non-equilibrium geometry.

Geometry as ORCA input:
```
! RIJCOSX wB97M-V def2-TZVPD def2/J DEFGRID3
* xyz -1 1
S 1.179 2.821 0.849
H 1.007 3.519 -0.277
C 0.256 -0.443 -0.031
O -0.115 -0.017 1.238
C -0.852 -1.341 -0.572
H 0.347 0.399 -0.726
H 1.199 -0.989 0.034
H 0.220 0.855 1.531
H -1.675 -0.767 -0.983
H -0.420 -2.028 -1.307
H -1.148 -2.008 0.244
*
```

The value obtained for the frontier orbital gap is 6.87 eV. The calculation puts the maximum force at 1.585 eV/A. As for the relative energy (zero: lowest compared OMol25 entry of this formula, charge and spin): 8.0 kcal per mole. The calculation puts the LUMO energy at 0.1486 hartree. As for the HOMO energy: -2.823 eV.



[2]
Density functional theory data (ωB97M-V/def2-TZVPD) for 2 unconnected molecules or ions with the total composition C3H3N3OS in a non-equilibrium geometry.

Geometry as ORCA input:
```
! RIJCOSX wB97M-V def2-TZVPD def2/J DEFGRID3
* xyz 0 1
C 0.069 -0.114 2.868
C 0.775 0.567 -1.497
C -0.631 0.602 -1.937
N 0.076 0.964 3.204
N 0.911 -0.453 -0.619
N -0.113 -1.074 -0.252
O 0.147 -1.344 2.409
S -1.488 -0.629 -1.176
H 1.537 1.364 -1.738
H -1.110 1.405 -2.678
H -0.173 -1.288 1.415
*
```

The value obtained for the frontier orbital gap is 9.92 eV. The calculation puts the maximum force at 4.172 eV/A. As for the relative energy (zero: lowest compared OMol25 entry of this formula, charge and spin): 80.2 kcal per mole. The calculation puts the LUMO energy at -0.0251 hartree. As for the HOMO energy: -10.605 eV.



[3]
Density functional theory data (ωB97M-V/def2-TZVPD) for a gas-phase ion, CH3FO3PS (charge -1) in a non-equilibrium geometry.

Geometry as ORCA input:
```
! RIJCOSX wB97M-V def2-TZVPD def2/J DEFGRID3
* xyz -1 1
C 0.706 -0.770 -1.879
O -1.050 2.102 1.421
O -2.189 -0.175 1.335
O -0.120 0.035 2.568
F 0.765 0.321 -2.692
P 0.385 -0.186 -0.201
S -0.974 0.637 1.508
H -0.060 -1.401 -2.206
H 0.981 -1.370 0.410
H 1.555 0.807 -0.266
*
```

The value obtained for the frontier orbital gap is 7.48 eV. The calculation puts the maximum force at 2.911 eV/A. As for the relative energy (zero: lowest compared OMol25 entry of this formula, charge and spin): 49.2 kcal per mole. The calculation puts the LUMO energy at 0.1408 hartree. As for the HOMO energy: -3.652 eV.



[4]
Density functional theory data (ωB97M-V/def2-TZVPD) for a molecular structure, C19H17AuIN3O2.

Geometry as ORCA input:
```
! RIJCOSX wB97M-V def2-TZVPD def2/J DEFGRID3
* xyz 2 1
Au -0.155 -0.125 0.457
C -2.433 -2.876 -2.484
C -2.953 -1.484 -2.445
N -4.042 -1.188 -3.105
C -4.486 0.073 -3.084
C -3.918 1.129 -2.372
C -4.582 2.490 -2.423
O -4.959 2.934 -1.131
C -2.755 0.880 -1.641
C -2.211 1.962 -0.841
N -1.131 1.946 -0.141
C -0.712 3.116 0.540
C -1.374 4.347 0.414
C -0.971 5.455 1.129
C 0.118 5.381 1.990
C 0.811 4.192 2.116
C 0.404 3.082 1.390
I 1.648 1.419 1.575
C -2.208 -0.450 -1.724
O -1.073 -0.790 -1.282
H -3.056 -3.472 -3.144
H -2.442 -3.314 -1.482
H -1.396 -2.902 -2.821
H -5.386 0.261 -3.661
H -5.425 2.461 -3.113
H -3.876 3.223 -2.825
H -5.889 2.747 -0.966
H -2.842 2.842 -0.840
H -2.223 4.459 -0.244
H -1.510 6.385 1.013
H 0.436 6.249 2.549
H 1.674 4.141 2.766
C -2.295 -2.967 3.831
C -1.186 -2.205 4.164
C -0.602 -1.412 3.197
N -1.082 -1.352 1.947
C -2.153 -2.088 1.621
C -2.788 -2.903 2.536
H -2.766 -3.603 4.568
H -0.767 -2.222 5.160
H 0.266 -0.808 3.418
H -2.506 -2.016 0.602
H -3.649 -3.480 2.230
*
```

The value obtained for the frontier orbital gap (alpha / beta) is 4.79 / 4.80 eV. The calculation puts the maximum force at 0.739 eV/A. The calculation puts the LUMO energy (alpha / beta) at -0.3683 / -0.3683 hartree. As for the HOMO energy (alpha / beta): -14.815 / -14.818 eV.



[5]
Density functional theory data (ωB97M-V/def2-TZVPD) for a gas-phase ion, C6H9Cl2N4O2 (charge +1) in a non-equilibrium geometry.

Geometry as ORCA input:
```
! RIJCOSX wB97M-V def2-TZVPD def2/J DEFGRID3
* xyz 1 1
C -0.412 0.929 -1.140
C 0.915 0.829 -0.826
C -1.381 0.101 -0.616
C 1.446 -0.227 -0.142
C 0.542 -1.336 0.302
C -1.018 -0.955 0.388
N -1.817 -2.147 0.192
N -1.164 -0.323 1.737
N 0.984 -2.519 -0.706
N 1.834 1.757 -1.470
O 1.997 -3.023 -0.346
O 0.234 -2.727 -1.612
Cl -3.073 0.554 -0.880
Cl 3.162 -0.217 0.138
H -0.767 1.696 -1.829
H 0.817 -1.788 1.378
H -2.768 -1.808 0.148
H -1.599 -2.719 -0.606
H -2.066 0.124 1.730
H -1.425 -1.055 2.498
H 1.576 1.887 -2.485
H 2.742 1.104 -1.201
H 1.696 2.740 -1.007
*
```

The value obtained for the frontier orbital gap is 8.05 eV. The calculation puts the maximum force at 5.248 eV/A. As for the relative energy (zero: lowest compared OMol25 entry of this formula, charge and spin): 0.0 kcal per mole. The calculation puts the LUMO energy at -0.1717 hartree. As for the HOMO energy: -12.720 eV.